[1]
60
Properties=species:S:1:pos:R:3:lowdin_charge:R:1 method="wB97M-V/def2-TZVPD" total_charge=+1 lumo_energy_ev=-2.92 de_lowest_kj_mol=0.0 homo_lumo_gap_ev=8.4 max_force_ev_per_a=0.73 e_tot_ha=-6143.71143
Ir 2.17 0.75 -0.48 0.838
C 5.24 0.58 -1.86 -0.312
Se 4.50 0.52 -0.06 1.012
C 4.96 2.31 0.56 -0.487
C 4.21 3.43 -0.13 -0.461
Se 2.25 3.13 -0.10 0.983
C 1.92 3.41 -2.00 -0.336
H 6.32 0.76 -1.81 0.042
H 4.75 1.34 -2.46 0.024
H 5.05 -0.41 -2.28 0.040
H 6.04 2.43 0.47 0.086
H 4.72 2.28 1.62 0.055
H 4.49 3.54 -1.18 0.070
H 4.40 4.37 0.38 0.079
H 2.23 4.42 -2.28 0.043
H 0.86 3.29 -2.16 0.029
H 2.48 2.68 -2.59 0.031
C -3.55 -3.73 0.79 -0.016
C -3.41 -3.40 -0.69 -0.293
C -4.73 -3.09 -1.38 -0.126
C -5.36 -1.84 -0.78 -0.122
C -4.37 -0.70 -0.74 -0.118
C -4.80 0.60 -0.69 0.071
C -3.88 1.65 -0.67 -0.249
F -4.35 2.90 -0.61 0.088
C -2.53 1.44 -0.72 0.080
C -2.07 0.12 -0.80 -0.039
C -0.64 -0.14 -0.87 -0.266
O 0.13 0.88 -0.82 -0.185
C -0.23 -1.48 -1.00 -0.035
C -1.19 -2.46 -0.97 0.056
N -2.49 -2.24 -0.85 0.032
C -2.98 -0.95 -0.79 -0.061
C 1.18 -1.97 -1.23 -0.582
O 1.36 -3.16 -1.41 0.089
O 2.14 -1.09 -1.29 -0.212
H -4.26 -4.54 0.93 0.096
H -3.90 -2.87 1.36 0.088
H -2.59 -4.04 1.21 0.089
H -2.92 -4.23 -1.20 0.151
H -5.39 -3.94 -1.27 0.128
H -4.55 -2.95 -2.45 0.132
H -5.72 -2.04 0.23 0.126
H -6.23 -1.54 -1.36 0.128
H -5.86 0.84 -0.66 0.141
H -1.84 2.26 -0.72 0.132
H -0.87 -3.49 -1.04 0.157
C 0.68 -0.19 3.56 -0.072
C 1.23 0.75 2.48 -0.489
C 2.26 1.67 3.12 -0.088
C 1.79 -0.12 1.36 -0.258
H 0.22 0.37 4.37 0.084
H 1.48 -0.80 3.99 0.090
H -0.07 -0.87 3.15 0.077
H 0.40 1.34 2.09 0.126
H 3.10 1.09 3.51 0.094
H 1.83 2.22 3.95 0.089
H 2.65 2.41 2.42 0.006
H 1.06 -0.88 1.11 0.059
H 2.68 -0.64 1.72 0.063



[2]
8
Properties=species:S:1:pos:R:3:lowdin_charge:R:1 method="wB97M-V/def2-TZVPD" total_charge=+1 lumo_energy_ev="-7.42 / -7.43" de_lowest_kj_mol=225.9 homo_lumo_gap_ev="7.9 / 7.9" max_force_ev_per_a=6.11 e_tot_ha=-2669.49242
C 0.95 -0.98 -0.02 -0.284
N -1.01 0.76 -0.02 0.112
Br 2.38 0.17 -0.02 0.911
H 0.50 -1.02 0.96 0.020
H 0.55 -1.34 -0.98 0.060
H -0.54 1.58 0.04 -0.002
H -1.60 0.62 -0.83 0.075
H -1.23 0.21 0.87 0.108



[3]
41
Properties=species:S:1:pos:R:3:lowdin_charge:R:1 method="wB97M-V/def2-TZVPD" total_charge=0 lumo_energy_ev=0.66 de_lowest_kj_mol=3.2 homo_lumo_gap_ev=8.9 max_force_ev_per_a=0.66 e_tot_ha=-1813.76412
C 3.73 1.84 -2.42 -0.033
H 3.15 2.71 -2.71 0.100
H 4.80 2.07 -2.43 0.095
H 3.52 1.02 -3.12 0.099
O 3.42 1.44 -1.09 -0.032
C 2.16 1.06 -0.87 -0.453
O 1.31 1.03 -1.72 0.128
C 1.93 0.64 0.58 -0.215
N 0.51 0.69 0.85 0.107
C 0.01 1.69 1.63 -0.531
O 0.70 2.45 2.28 0.067
N -1.36 1.80 1.67 0.134
C -2.35 1.01 1.10 -0.245
C -3.54 1.60 0.68 -0.016
C -4.56 0.85 0.13 -0.013
C -4.43 -0.53 -0.03 -0.308
C -3.24 -1.12 0.42 -0.577
C -2.22 -0.38 0.98 -0.051
H -1.35 -0.88 1.35 0.111
Cl -3.06 -2.83 0.26 0.728
O -5.36 -1.36 -0.57 -0.116
C -6.57 -0.80 -1.03 -0.081
H -7.14 -1.64 -1.42 0.096
H -6.40 -0.07 -1.83 0.098
H -7.12 -0.33 -0.22 0.097
H -5.47 1.34 -0.19 0.106
H -3.67 2.67 0.79 0.115
H -1.67 2.65 2.13 0.153
H -0.07 0.36 0.08 0.129
C 2.47 -0.78 0.81 -0.193
C 3.98 -0.81 0.92 -0.500
H 4.47 -0.41 0.04 0.068
H 4.31 -0.24 1.79 0.080
S 4.62 -2.50 1.18 0.790
C 4.49 -3.15 -0.51 -0.409
H 4.93 -4.14 -0.49 0.026
H 3.45 -3.21 -0.81 0.025
H 5.05 -2.51 -1.18 0.032
H 2.13 -1.42 -0.01 0.114
H 2.03 -1.16 1.73 0.119
H 2.42 1.35 1.25 0.158



[4]
19
Properties=species:S:1:pos:R:3:mulliken_spin:R:1 method="wB97M-V/def2-TZVPD" total_charge=+1 lumo_energy_ev="-3.33 / -6.05" s_squared=2.01 de_lowest_kj_mol=260.3 homo_lumo_gap_ev="6.1 / 6.9" max_force_ev_per_a=7.74 e_tot_ha=-377.52384 spin_multiplicity=3
C -1.15 -0.42 -1.23 0.040
C 0.43 -0.94 -0.55 0.079
C -3.20 0.19 0.19 0.018
C 2.71 -0.26 0.18 0.008
N -0.11 -1.23 0.77 0.629
N -1.27 -0.97 0.95 0.776
N -1.92 -0.48 -0.02 0.322
N 1.45 0.12 -0.50 0.052
H -1.26 0.56 -1.79 0.005
H -1.37 -1.35 -1.90 0.027
H 0.74 -1.83 -1.02 0.024
H -3.06 1.08 0.84 0.012
H -3.60 0.45 -0.81 -0.007
H -3.93 -0.49 0.65 0.011
H 3.49 0.35 -0.11 -0.003
H 2.56 -0.18 1.24 0.001
H 2.83 -1.23 -0.32 -0.003
H 1.60 0.49 -1.40 -0.007
H 1.17 0.89 0.06 0.016